{"formula": "C28H49N7", "method": "wB97M-V/def2-TZVPD", "e_tot_ha": -1479.4637, "relative_energy_ev": 2.264, "multiplicity": 1, "smiles": "CCCC#N.CCCC#N.CCCC#N.CCCC#N.CCCC#N.CCCC#N.CCCC#N", "total_charge": 0, "symbols": ["C", "C", "C", "C", "N", "H", "H", "H", "H", "H", "H", "H", "C", "C", "C", "C", "N", "H", "H", "H", "H", "H", "H", "H", "C", "C", "C", "C", "N", "H", "H", "H", "H", "H", "H", "H", "C", "C", "C", "C", "N", "H", "H", "H", "H", "H", "H", "H", "C", "C", "C", "C", "N", "H", "H", "H", "H", "H", "H", "H", "C", "C", "C", "C", "N", "H", "H", "H", "H", "H", "H", "H", "C", "C", "C", "C", "N", "H", "H", "H", "H", "H", "H", "H"], "xyz": [[1.166, 4.661, -2.535], [1.273, 4.711, -1.023], [2.551, 4.118, -0.421], [2.723, 2.757, -0.827], [2.772, 1.716, -1.309], [0.967, 3.562, -2.782], [2.138, 4.988, -3.018], [0.285, 5.252, -2.975], [0.441, 4.247, -0.542], [1.164, 5.703, -0.648], [2.481, 4.103, 0.657], [3.494, 4.667, -0.631], [0.610, -8.405, -0.616], [0.354, -6.914, -0.872], [-0.266, -6.634, -2.219], [0.550, -6.770, -3.478], [1.008, -6.981, -4.535], [1.054, -8.826, -1.519], [-0.326, -9.010, -0.546], [1.311, -8.534, 0.201], [1.349, -6.463, -0.820], [-0.193, -6.438, -0.073], [-0.697, -5.643, -2.266], [-1.126, -7.282, -2.323], [-4.470, -3.066, -1.583], [-3.417, -3.422, -0.598], [-3.527, -2.604, 0.717], [-4.960, -2.378, 1.140], [-5.890, -2.425, 1.761], [-5.443, -3.289, -1.234], [-4.374, -3.722, -2.491], [-4.415, -2.017, -1.893], [-2.476, -3.137, -1.064], [-3.423, -4.458, -0.393], [-2.991, -1.613, 0.490], [-2.969, -3.069, 1.478], [3.639, -0.317, 1.913], [4.591, 0.721, 1.467], [5.160, 0.456, 0.073], [6.099, 1.528, -0.244], [6.759, 2.394, -0.588], [2.671, -0.359, 1.437], [3.530, -0.175, 3.051], [4.037, -1.313, 1.721], [5.414, 0.849, 2.199], [4.090, 1.721, 1.487], [4.491, 0.474, -0.763], [5.655, -0.538, 0.069], [-0.250, 0.907, 4.419], [0.566, 2.057, 5.027], [1.015, 3.010, 3.943], [0.961, 2.434, 2.600], [0.799, 2.090, 1.511], [-1.040, 1.234, 3.742], [-0.784, 0.320, 5.188], [0.441, 0.247, 3.853], [1.505, 1.683, 5.520], [-0.003, 2.510, 5.849], [2.010, 3.359, 4.189], [0.455, 3.941, 3.904], [-3.724, 5.098, -0.191], [-4.414, 3.822, 0.143], [-3.570, 2.785, 0.819], [-2.935, 3.252, 2.038], [-2.458, 3.667, 3.027], [-4.288, 5.647, -0.936], [-2.698, 4.966, -0.634], [-3.499, 5.768, 0.671], [-4.861, 3.321, -0.717], [-5.268, 4.112, 0.834], [-2.660, 2.358, 0.223], [-4.214, 1.925, 1.076], [0.719, 0.540, -3.550], [0.900, -0.800, -2.884], [0.666, -0.829, -1.421], [-0.660, -0.310, -1.007], [-1.631, 0.283, -0.738], [-0.255, 1.008, -3.241], [0.661, 0.249, -4.615], [1.497, 1.247, -3.275], [1.965, -1.136, -3.078], [0.232, -1.577, -3.339], [1.298, -0.127, -0.882], [0.656, -1.889, -1.098]]}